Entry 1:
A cluster of 2 separate species, C5H12O in total, computed with ωB97M-V with the def2-TZVPD basis set.

Geometry as XYZ:
```
18
Properties=species:S:1:pos:R:3:forces:R:3
C 1.612 1.780 0.161 0.07 0.10 0.02
C 1.062 0.358 -0.089 -0.02 -0.08 -0.07
C -0.428 0.478 0.141 -0.18 0.17 -0.13
C -0.894 0.270 1.571 -0.05 0.05 0.04
O -1.190 0.822 -0.737 0.26 -0.11 0.37
H 1.765 2.292 -0.792 0.04 -0.03 0.17
H 0.881 2.376 0.720 0.22 -0.04 0.01
H 2.544 1.773 0.731 -0.08 0.01 -0.18
H 1.260 0.024 -1.110 -0.07 0.13 0.09
H 1.505 -0.375 0.592 -0.10 0.16 -0.01
H -1.645 1.022 1.827 0.05 -0.15 -0.05
H -1.360 -0.720 1.644 0.06 0.12 -0.03
H -0.064 0.311 2.285 -0.16 0.01 -0.14
C -1.012 -2.089 -1.393 0.03 -0.06 0.02
H -1.924 -1.809 -0.863 0.09 -0.10 -0.09
H -1.036 -3.146 -1.665 -0.04 0.12 -0.02
H -0.922 -1.458 -2.280 0.00 -0.15 0.12
H -0.153 -1.909 -0.743 -0.12 -0.13 -0.12
```
Forces are in eV/Å.

Summary:
Total charge: 0
Largest force on an atom: 0.460 eV Å⁻¹
SMILES: CCC(C)=O.C
LUMO level: 0.9 eV

natural (NBO) population analysis, charges in e, atoms 1 to 2: C -0.60; C -0.52

***

Entry 2:
A cluster of 2 separate species, C4H10O in total in a non-equilibrium geometry, computed with ωB97M-V with the def2-TZVPD basis set.

Geometry as XYZ:
```
15
Properties=species:S:1:pos:R:3:forces:R:3
C 2.022 -0.111 -0.018 1.67 1.50 1.29
C 0.867 -0.150 -0.867 -2.07 -3.27 0.49
C -0.327 0.605 -0.672 -3.42 -0.04 0.57
C -1.809 -0.625 0.199 0.39 1.04 -0.59
O -0.333 1.586 0.258 -0.06 0.86 0.10
H 1.683 0.112 0.994 0.43 -0.24 0.26
H 2.663 0.728 -0.302 0.33 0.05 0.12
H 2.641 -1.001 -0.063 -0.16 -0.23 0.16
H 0.997 -0.619 -1.830 -0.25 0.27 -0.34
H -0.047 -0.766 -0.212 2.77 -0.45 -1.85
H -0.895 0.747 -1.586 -0.25 0.27 0.04
H -1.973 -1.584 -0.313 0.14 0.30 -0.08
H -1.569 -0.803 1.254 0.12 0.16 -0.13
H -2.699 -0.002 0.114 -0.26 -0.10 0.10
H -1.260 1.813 0.457 0.61 -0.11 -0.15
```
Forces are in eV/Å.

Summary:
Total charge: 0
Largest force on an atom: 3.904 eV Å⁻¹
LUMO level: 0.8 eV

natural (NBO) population analysis, charges in e, atoms 1 to 2: C -0.61; C -0.56